The following is a DFT calculation (ωB97M-V/def2-TZVPD) of 2 unconnected molecules or ions with the total composition C27H40BrF17N4O2P.

Its total charge is +1. The calculation puts the LUMO energy at -4.270 eV. Its HOMO energy is -11.42 eV. Its total energy is -164223.7942 eV.

Structure (XYZ):
```
92
C27H40BrF17N4O2P, DFT ωB97M-V/def2-TZVPD
C 4.88 -3.84 -0.67
C 4.33 -3.01 0.53
C 3.57 -1.77 -0.04
C 2.07 -2.06 -0.14
C 1.25 -0.78 -0.43
C -0.22 -1.19 -0.60
C -1.21 0.00 -0.66
N -0.98 0.99 0.38
C -1.85 1.46 1.22
N -3.13 1.05 1.17
C -3.85 1.07 2.45
C -5.19 0.30 2.33
C -5.10 -1.20 2.08
N -6.29 0.85 2.46
P -4.11 1.65 -0.20
C -4.79 0.24 -1.20
C -6.19 0.56 -1.79
C -3.15 2.79 -1.29
C -3.88 2.83 -2.66
N -1.29 2.35 2.18
Br -0.86 1.54 3.80
C -1.81 3.71 2.22
F -1.91 4.08 3.48
F -3.02 3.87 1.70
C -0.86 4.67 1.44
F -0.74 4.17 0.20
F -1.51 5.83 1.35
C 0.49 4.96 2.13
F 0.22 5.73 3.19
F 1.06 3.87 2.63
C 1.52 5.78 1.29
F 2.47 6.14 2.14
F 0.98 6.91 0.86
C 2.10 5.03 0.04
F 1.38 5.45 -1.02
F 1.99 3.71 0.10
C 3.57 5.43 -0.30
F 3.73 6.73 -0.18
F 4.37 4.82 0.57
C 3.99 5.04 -1.76
F 3.33 4.00 -2.25
F 3.83 6.11 -2.52
C 5.52 4.70 -1.85
F 5.81 4.69 -3.14
F 6.25 5.60 -1.27
F 5.75 3.49 -1.40
H 5.96 -3.65 -0.72
H 4.45 -3.51 -1.61
H 4.65 -4.89 -0.52
H 5.14 -2.61 1.13
H 3.65 -3.60 1.15
H 3.68 -0.89 0.61
H 3.92 -1.53 -1.04
H 1.69 -2.49 0.79
H 1.83 -2.78 -0.93
H 1.65 -0.28 -1.32
H 1.37 -0.16 0.47
H -0.31 -1.68 -1.57
H -0.51 -1.94 0.14
H -2.22 -0.41 -0.69
H -1.03 0.49 -1.62
H -0.02 1.31 0.46
H -3.31 0.56 3.26
H -4.12 2.07 2.82
H -4.05 -1.51 2.04
H -5.67 -1.48 1.20
H -5.56 -1.70 2.93
H -6.17 1.85 2.63
H -4.11 0.08 -2.05
H -4.77 -0.69 -0.63
H -6.62 1.50 -1.44
H -6.85 -0.29 -1.59
H -6.10 0.62 -2.88
H -3.16 3.81 -0.91
H -2.09 2.52 -1.42
H -3.57 3.70 -3.24
H -4.95 2.92 -2.50
H -3.67 1.94 -3.25
O 2.11 -5.86 -1.84
C 1.90 -6.88 -1.25
O 2.55 -7.11 -0.09
C 2.23 -8.20 0.79
C 2.97 -9.46 0.40
C 1.01 -7.95 -1.82
H 1.16 -8.34 0.86
H 2.56 -7.87 1.78
H 2.67 -9.81 -0.59
H 2.77 -10.26 1.12
H 4.04 -9.28 0.37
H 1.59 -8.59 -2.49
H 0.22 -7.47 -2.39
H 0.52 -8.57 -1.07
```



The following is a DFT calculation (ωB97M-V/def2-TZVPD) of a single C20H24N2O4S2 molecule.

Its total charge is 0. As for the structure (SMILES): COc1ccc(NC(=O)CSc2ccccc2)cc1S(=O)(=O)N1CCCCC1. The calculation puts the LUMO energy at 0.500 eV. Its HOMO energy is -8.26 eV. Its total energy is -53970.2137 eV.

Structure (XYZ):
```
52
C20H24N2O4S2, DFT ωB97M-V/def2-TZVPD
C -3.34 4.20 -0.07
H -3.43 4.93 -0.87
H -4.28 3.65 0.04
H -3.11 4.72 0.87
O -2.28 3.35 -0.46
C -1.92 2.35 0.36
C -0.85 1.55 -0.07
C -0.44 0.46 0.65
C -1.07 0.12 1.84
C -2.10 0.93 2.31
C -2.52 2.03 1.57
H -3.33 2.62 1.96
H -2.60 0.68 3.23
N -0.65 -1.04 2.49
C -1.31 -1.74 3.47
O -2.24 -1.31 4.12
C -0.78 -3.15 3.63
H 0.29 -3.23 3.46
H -1.05 -3.54 4.61
S -1.67 -4.24 2.44
C -1.19 -3.46 0.90
C -2.11 -2.68 0.21
C -1.72 -2.05 -0.95
C -0.43 -2.20 -1.44
C 0.48 -2.99 -0.75
C 0.10 -3.62 0.42
H 0.80 -4.25 0.96
H 1.48 -3.12 -1.13
H -0.14 -1.68 -2.34
H -2.42 -1.43 -1.49
H -3.11 -2.58 0.60
H 0.10 -1.52 2.01
H 0.36 -0.14 0.25
S -0.11 1.88 -1.68
O 0.14 3.28 -1.86
O -0.90 1.19 -2.66
N 1.35 1.05 -1.53
C 1.92 0.68 -2.81
C 3.10 -0.26 -2.59
C 4.15 0.44 -1.72
C 3.51 0.90 -0.42
C 2.30 1.79 -0.72
H 2.62 2.70 -1.24
H 1.79 2.09 0.20
H 3.17 0.04 0.16
H 4.22 1.46 0.19
H 4.55 1.30 -2.26
H 4.98 -0.24 -1.51
H 3.53 -0.54 -3.55
H 2.75 -1.16 -2.08
H 2.25 1.57 -3.36
H 1.13 0.20 -3.39
```



The following is a DFT calculation (ωB97M-V/def2-TZVPD) of a single C3H4Cl2O molecule.

Its total charge is 0. As for the structure (SMILES): O[C@H]1[C@@H](Cl)[C@H]1Cl. The calculation puts the LUMO energy at 0.451 eV. Its HOMO energy is -9.70 eV. Its total energy is -30265.6772 eV.

Structure (XYZ):
```
10
C3H4Cl2O, DFT ωB97M-V/def2-TZVPD
C 0.35 -0.67 -0.31
C -0.90 -0.13 0.49
C 0.62 0.35 0.66
H 0.40 0.49 -1.72
H 0.49 -1.70 -0.18
H -1.39 -0.67 1.41
H 0.96 -0.02 1.57
O 0.18 -0.54 -1.75
Cl -2.04 0.87 -0.47
Cl 1.32 2.02 0.30
```



The following is a DFT calculation (ωB97M-V/def2-TZVPD) of a gas-phase ion, C3H7NOP (charge +1).

Its total charge is +1. As for the structure (SMILES): C=CO/C=P/[NH3+]. The calculation puts the LUMO energy at -4.136 eV. Its HOMO energy is -13.02 eV. Its total energy is -16041.1143 eV.

Structure (XYZ):
```
13
C3H7NOP, DFT ωB97M-V/def2-TZVPD
C -0.03 0.50 -0.25
C -3.37 -0.52 0.02
C -2.05 -0.64 0.02
N 2.92 -0.16 -0.04
O -1.29 0.47 -0.35
P 1.10 -0.75 0.26
H 0.27 1.49 -0.64
H -3.67 0.45 -0.03
H -4.05 -1.28 0.27
H -1.66 -1.52 0.49
H 3.44 -0.29 0.78
H 3.00 0.70 -0.56
H 3.27 -0.89 -0.65
```